{"formula": "C26H30N5O4PtSi2", "method": "wB97M-V/def2-TZVPD", "multiplicity": 5, "total_charge": 1, "orbital_gap_ev": [6.0140, 5.1833], "homo_ev": [-9.0, -11.7], "species": ["Pt", "C", "C", "N", "C", "C", "N", "C", "O", "O", "C", "O", "O", "H", "H", "H", "H", "H", "C", "Si", "C", "C", "C", "C", "C", "C", "C", "Si", "C", "C", "H", "H", "H", "H", "H", "H", "H", "H", "H", "H", "H", "H", "H", "H", "H", "H", "N", "C", "C", "C", "C", "C", "N", "C", "C", "C", "C", "C", "N", "H", "H", "H", "H", "H", "H", "H", "H", "H"], "positions_angstrom": [[-0.292, 0.245, -0.403], [-2.244, -0.605, 4.179], [-0.876, -0.965, 3.716], [-0.474, -0.989, 2.464], [0.842, -1.388, 2.497], [1.232, -1.603, 3.797], [0.127, -1.329, 4.548], [2.468, -2.007, 4.530], [3.549, -2.245, 3.823], [2.423, -2.080, 5.734], [1.657, -1.530, 1.262], [2.852, -1.811, 1.329], [1.034, -1.365, 0.140], [-2.808, -0.215, 3.334], [-2.218, 0.149, 4.966], [-2.771, -1.477, 4.569], [0.124, -1.418, 5.554], [3.376, -2.138, 2.847], [3.130, 0.071, -1.575], [1.446, -0.401, -2.209], [1.289, -2.192, -2.670], [1.019, 0.686, -3.666], [1.790, 0.577, -4.828], [1.528, 1.378, -5.927], [0.487, 2.298, -5.881], [-0.284, 2.408, -4.736], [-0.026, 1.609, -3.620], [-1.114, 1.701, -2.104], [-1.181, 3.479, -1.505], [-2.836, 1.124, -2.582], [3.803, -0.035, -2.434], [3.474, -0.597, -0.785], [3.197, 1.113, -1.261], [1.890, -2.334, -3.574], [0.265, -2.470, -2.923], [1.657, -2.846, -1.884], [2.607, -0.136, -4.886], [2.132, 1.287, -6.821], [0.278, 2.923, -6.739], [-1.098, 3.127, -4.721], [-1.260, 4.128, -2.383], [-0.273, 3.772, -0.976], [-2.048, 3.682, -0.874], [-3.097, 1.626, -3.519], [-3.597, 1.383, -1.845], [-2.880, 0.050, -2.774], [-1.639, 2.577, 1.607], [-0.262, 2.565, 1.691], [0.327, 3.557, 2.493], [1.686, 3.554, 2.675], [2.450, 2.561, 2.065], [1.811, 1.645, 1.268], [0.480, 1.649, 1.060], [-2.599, 1.737, 1.125], [-3.957, 1.987, 1.458], [-4.918, 1.055, 1.247], [-4.453, -0.231, 0.751], [-3.129, -0.397, 0.353], [-2.219, 0.560, 0.404], [-2.035, 3.362, 2.105], [-0.298, 4.299, 2.973], [2.149, 4.309, 3.296], [3.521, 2.498, 2.195], [2.365, 0.870, 0.758], [-4.192, 2.934, 1.932], [-5.954, 1.220, 1.491], [-5.123, -1.071, 0.645], [-2.818, -1.338, -0.084]]}

***

{"formula": "C24H53F3NO9", "method": "wB97M-V/def2-TZVPD", "multiplicity": 1, "total_charge": 1, "orbital_gap_ev": 7.9086, "homo_ev": -11.1, "species": ["F", "C", "F", "F", "C", "C", "C", "C", "N", "C", "H", "H", "H", "H", "H", "H", "H", "H", "H", "H", "H", "C", "O", "C", "C", "O", "C", "C", "O", "C", "H", "H", "H", "H", "H", "H", "H", "H", "H", "H", "H", "H", "H", "H", "C", "O", "C", "C", "O", "C", "C", "O", "C", "H", "H", "H", "H", "H", "H", "H", "H", "H", "H", "H", "H", "H", "H", "C", "O", "C", "C", "O", "C", "C", "O", "C", "H", "H", "H", "H", "H", "H", "H", "H", "H", "H", "H", "H", "H", "H"], "positions_angstrom": [[3.567, -1.383, 1.282], [3.127, -0.140, 1.019], [3.648, 0.660, 1.949], [3.634, 0.223, -0.160], [1.591, -0.074, 0.986], [1.035, 1.124, 1.751], [-0.506, 1.084, 1.849], [-1.212, -0.035, 1.081], [-0.476, -1.372, 1.090], [0.945, -1.316, 1.589], [1.319, -0.008, -0.076], [1.383, 2.064, 1.322], [1.438, 1.059, 2.764], [-0.919, 2.008, 1.439], [-0.811, 1.057, 2.896], [-1.367, 0.221, 0.036], [-2.195, -0.213, 1.512], [-0.456, -1.737, 0.137], [-1.000, -2.053, 1.640], [0.909, -1.258, 2.682], [1.429, -2.247, 1.297], [1.689, -0.990, -7.774], [2.529, -0.807, -6.656], [2.495, 0.507, -6.138], [2.844, 0.510, -4.669], [1.818, -0.020, -3.836], [1.724, -1.430, -3.751], [2.763, -2.077, -2.861], [4.013, -2.139, -3.504], [5.100, -2.229, -2.610], [2.033, -0.411, -8.638], [1.713, -2.047, -8.029], [0.657, -0.699, -7.547], [1.500, 0.948, -6.279], [3.224, 1.139, -6.664], [2.951, 1.552, -4.361], [3.793, -0.001, -4.499], [1.718, -1.902, -4.735], [0.749, -1.608, -3.282], [2.419, -3.094, -2.613], [2.846, -1.504, -1.926], [5.095, -1.398, -1.895], [6.011, -2.182, -3.202], [5.088, -3.174, -2.054], [-8.107, 2.071, -2.476], [-6.913, 1.441, -2.887], [-6.841, 1.249, -4.289], [-5.406, 1.231, -4.759], [-4.784, 2.506, -4.762], [-4.324, 3.012, -3.526], [-3.009, 2.422, -3.071], [-3.190, 1.108, -2.556], [-2.032, 0.326, -2.622], [-8.982, 1.436, -2.652], [-8.022, 2.263, -1.408], [-8.254, 3.023, -2.998], [-7.382, 2.045, -4.812], [-7.305, 0.290, -4.557], [-5.412, 0.918, -5.805], [-4.827, 0.502, -4.186], [-5.077, 2.913, -2.741], [-4.148, 4.076, -3.703], [-2.589, 3.068, -2.287], [-2.307, 2.404, -3.912], [-1.607, 0.289, -3.630], [-2.313, -0.688, -2.328], [-1.247, 0.700, -1.944], [1.869, 2.356, 7.951], [1.349, 1.059, 7.752], [0.181, 1.036, 6.966], [0.029, -0.293, 6.263], [0.932, -0.487, 5.177], [2.291, -0.782, 5.492], [2.525, -2.169, 6.043], [2.112, -2.252, 7.386], [1.843, -3.572, 7.806], [1.195, 2.974, 8.554], [2.813, 2.247, 8.479], [2.048, 2.862, 6.995], [0.201, 1.844, 6.222], [-0.705, 1.185, 7.600], [-0.966, -0.305, 5.810], [0.090, -1.116, 6.976], [2.710, -0.029, 6.160], [2.821, -0.722, 4.536], [3.600, -2.387, 5.964], [1.988, -2.906, 5.429], [1.096, -4.049, 7.160], [1.452, -3.515, 8.819], [2.748, -4.188, 7.809]]}

***

{"formula": "CH3NO4S", "method": "wB97M-V/def2-TZVPD", "multiplicity": 1, "orbital_gap_ev": 10.6860, "homo_ev": -10.6, "species": ["C", "N", "O", "O", "O", "O", "S", "H", "H", "H"], "positions_angstrom": [[-1.103, 0.977, -0.526], [-0.280, -0.988, 0.313], [-1.479, 1.381, 0.558], [2.720, -0.993, -0.424], [1.436, 0.928, 0.316], [-0.681, -0.201, -0.803], [1.907, -0.364, 0.635], [-0.977, 1.513, -1.467], [-0.772, -1.896, 0.382], [-0.772, -0.358, 1.016]]}

***

{"formula": "C5H9N3", "method": "wB97M-V/def2-TZVPD", "multiplicity": 1, "orbital_gap_ev": 7.8506, "homo_ev": -7.0, "smiles": "C[C@@H](C#N)/C(N)=C\\N", "species": ["C", "C", "C", "N", "C", "N", "C", "N", "H", "H", "H", "H", "H", "H", "H", "H", "H"], "positions_angstrom": [[0.398, -1.878, -0.961], [0.151, -0.391, -0.740], [-1.255, 0.041, -1.108], [-2.293, 0.122, -1.647], [0.189, 0.103, 0.701], [0.077, -0.774, 1.747], [-0.141, 1.432, 0.839], [0.315, 2.508, 0.081], [0.419, -2.092, -2.035], [1.359, -2.191, -0.539], [-0.393, -2.493, -0.518], [0.874, 0.179, -1.335], [0.453, -1.705, 1.599], [0.191, -0.364, 2.670], [-0.390, 1.778, 1.843], [0.221, 2.358, -0.921], [-0.174, 3.368, 0.324]]}

***

{"formula": "C4H2O2", "method": "wB97M-V/def2-TZVPD", "multiplicity": 1, "orbital_gap_ev": 8.9496, "homo_ev": -10.0, "species": ["O", "C", "C", "C", "C", "O", "H", "H"], "positions_angstrom": [[-2.774, -0.639, 0.611], [-1.640, -0.606, 0.671], [-0.870, 1.361, -0.722], [0.338, 0.991, -0.770], [1.347, 0.185, -0.340], [1.099, -0.774, 0.506], [0.102, -0.761, 0.674], [2.398, 0.242, -0.629]]}

***

E_tot, respectively: -62085.2791; -53806.9253; -21598.3214; -9799.5258; -8270.2030 eV.